(1)
Below is 6 unconnected molecules or ions with the total composition H12O6, with properties calculated with ωB97M-V with the def2-TZVPD basis set.

Structure (XYZ):
```
18
Properties=species:S:1:pos:R:3:nbo_charge:R:1
O 1.8697 1.0642 -0.8732 -0.992
O -0.2710 -1.2447 -1.7515 -0.972
O -0.9274 -1.9350 1.0722 -0.961
O -0.8175 1.5787 -1.4749 -0.983
O 1.3581 -0.4436 1.5732 -1.013
O -0.9230 1.1195 1.3335 -0.996
H -0.7922 0.7126 -1.9145 0.487
H 1.5649 -0.0697 0.6709 0.502
H -1.4656 -1.3770 1.6887 0.476
H -1.1027 1.3049 -0.5247 0.509
H -1.0140 -1.4077 0.2396 0.496
H 2.1585 1.8751 -0.5068 0.474
H -0.3421 -2.1713 -2.0819 0.492
H 0.9815 1.4113 -1.2151 0.503
H 0.8151 -1.2664 1.4764 0.497
H -0.2907 0.5170 1.7763 0.509
H -1.4598 1.4880 2.0645 0.480
H 0.6582 -1.1558 -1.5526 0.492
```

Properties
orbital gap = 11.32 eV
SMILES = O.O.O.O.O.O
largest force on an atom = 0.044 hartree/bohr
energy = -458.64829 Eh


(2)
Below is C5H8O2 in the gas phase, with properties calculated with ωB97M-V with the def2-TZVPD basis set.

Structure (XYZ):
```
15
Properties=species:S:1:pos:R:3:nbo_charge:R:1
O -1.0617 -2.1191 0.1892 -0.518
O 2.6739 0.0108 0.5129 -0.709
C -1.9135 0.2272 -0.1677 -0.526
C -0.6481 1.1029 -0.3680 -0.390
C -0.9674 -0.9210 0.1761 0.618
C 0.2264 0.0209 0.3259 -0.366
C 1.5661 -0.4469 -0.2358 -0.062
H 2.6482 -0.4291 1.3742 0.463
H -2.5073 0.5212 0.7049 0.235
H -0.6610 2.0920 0.0935 0.216
H 0.3556 0.2580 1.3913 0.233
H 1.5539 -1.5449 -0.3045 0.181
H -2.5796 0.0673 -1.0204 0.233
H -0.3952 1.2118 -1.4269 0.208
H 1.7097 -0.0510 -1.2448 0.183
```

Properties
orbital gap = 10.36 eV
SMILES = O=C1CC[C@@H]1CO
largest force on an atom = 0.011 hartree/bohr
energy = -345.75839 Eh


(3)
Below is a molecular structure, C25H17BeBrN3O5S, with properties calculated with ωB97M-V with the def2-TZVPD basis set.

Structure (XYZ):
```
53
Properties=species:S:1:pos:R:3:nbo_charge:R:1
Br 2.6120 -1.6782 6.6841 -0.004
S 2.5536 1.1946 -0.3099 2.308
O 2.6734 2.0481 0.8524 -0.971
O -0.4192 -1.4393 1.4937 -0.859
O 2.0370 1.8219 -1.4995 -0.946
O 0.0351 -1.5497 -2.3494 -0.696
O 2.3299 -2.4056 0.3711 -0.606
N -0.0715 1.1413 1.5201 -0.574
N 1.7890 -0.1972 0.0171 -1.071
N -1.1645 0.9423 -0.7642 -0.523
C 0.4064 -2.6632 3.3095 -0.221
C 5.1679 -1.6788 -0.3501 -0.167
C -1.4305 3.3404 -1.0482 -0.112
C -0.1669 3.6333 1.4412 -0.173
C 5.3186 1.0695 -0.9695 -0.214
C 1.4826 -0.3557 4.4229 -0.187
C 4.0447 -0.8722 -0.2958 -0.134
C 1.1033 -2.7245 4.4861 -0.221
C -2.0763 3.0981 -2.2840 -0.129
C -0.7308 -3.1622 -0.8378 -0.749
C 0.2283 -1.4397 2.6037 0.415
C -1.7620 0.7524 -1.9114 0.106
C 2.6366 -1.2669 0.0805 0.666
C 0.7777 -0.2725 3.2122 -0.182
C -0.3822 2.3728 0.9499 0.113
C -1.0083 2.2198 -0.3210 0.239
C -0.5727 4.7617 0.6971 -0.215
C -0.2496 -1.7418 -1.1634 0.001
C -1.1929 4.6296 -0.5135 -0.198
C 6.3707 -1.0972 -0.7254 -0.215
C 4.1327 0.4647 -0.6005 -0.231
C 0.5295 1.0245 2.6429 0.213
C 1.6503 -1.5616 5.0457 -0.155
C -2.2551 1.8157 -2.7051 -0.264
C 6.4459 0.2602 -1.0348 -0.210
Be -0.0429 -0.4840 0.1801 1.610
H 1.2433 -3.6735 4.9882 0.214
H 0.0897 -3.6853 -0.3386 0.235
H -2.7374 1.5883 -3.6453 0.216
H 0.3302 3.7776 2.3904 0.203
H 7.3970 0.6882 -1.3259 0.206
H 5.3651 2.1251 -1.2004 0.225
H -1.4993 5.5009 -1.0796 0.202
H 5.0845 -2.7295 -0.1062 0.232
H -2.4132 3.9370 -2.8823 0.206
H 1.8891 0.5508 4.8561 0.212
H -1.0004 -3.6882 -1.7574 0.182
H -0.3810 5.7484 1.0995 0.205
H -1.5600 -3.1464 -0.1273 0.205
H -1.8362 -0.2679 -2.2574 0.233
H -0.0038 -3.5539 2.8529 0.216
H 7.2682 -1.7010 -0.7791 0.206
H 0.8697 1.8927 3.2140 0.157
```

Properties
orbital gap = 5.77 eV
largest force on an atom = 0.007 hartree/bohr
energy = -4490.50477 Eh
charge = -1


(4)
Below is C4H6S in the gas phase, with properties calculated with ωB97M-V with the def2-TZVPD basis set.

Structure (XYZ):
```
11
Properties=species:S:1:pos:R:3:nbo_charge:R:1
S 1.7317 0.4102 2.0957 0.030
C -0.6781 0.3944 0.7401 -0.513
C 0.7240 -0.6636 -0.6558 -0.460
C 0.7590 -0.0697 0.8701 -0.046
C -0.6279 0.1049 -0.9419 -0.390
H -1.6077 -0.1737 1.1359 0.251
H -1.6695 -0.2274 -1.3540 0.222
H -0.5690 1.4690 1.2346 0.243
H 0.8740 -1.8698 -0.5488 0.245
H 1.5714 -0.2935 -1.1215 0.225
H -0.5078 0.9194 -1.4544 0.192
```

Properties
orbital gap = 8.46 eV
SMILES = S=C1CCC1
largest force on an atom = 0.132 hartree/bohr
energy = -554.07255 Eh


(5)
Below is 4 unconnected molecules or ions with the total composition C31H74BFN10O9P3, with properties calculated with ωB97M-V with the def2-TZVPD basis set.

Structure (XYZ):
```
129
Properties=species:S:1:pos:R:3:lowdin_charge:R:1
P 0.9961 -6.4593 -4.3124 0.707
P 3.4163 4.5963 -1.1212 0.742
P -3.3233 4.1264 4.8737 0.665
F -4.7785 -3.1371 0.4005 0.196
O -0.2221 -1.6638 2.1193 0.026
O -1.8940 -1.3384 -3.7103 -0.118
O 1.4428 -3.4521 -1.1254 0.148
O -2.7588 0.6050 2.4480 -0.190
O -3.2508 4.0346 3.3805 -0.282
O -2.3133 -0.5064 -2.6402 -0.002
O 0.6751 -3.6452 1.5511 0.208
O 0.0934 -5.2955 -4.6745 -0.303
O 2.3575 4.0463 -0.1803 -0.299
N -0.2992 -7.3699 -3.5973 -0.293
N -4.8290 3.3617 5.1820 -0.326
N 3.8676 5.9057 -0.0917 -0.307
N 2.1773 -7.3847 -3.5549 -0.320
N 4.3180 3.0942 -1.0594 -0.350
N 4.5337 5.1147 -2.3088 -0.320
N -3.2358 5.8441 5.0129 -0.292
N -2.7315 3.8488 6.4227 -0.323
N -3.3571 -2.9743 -1.3339 0.256
N 1.5416 -6.8572 -5.8859 -0.338
C 5.1637 6.1145 0.5349 -0.111
C -3.5502 -3.0497 -0.0201 -0.268
C -1.3003 4.1230 6.5857 -0.122
C -3.8567 -0.2038 2.0854 -0.110
C 1.2435 -7.9857 -6.7407 -0.125
C -2.1251 -2.8489 -1.8717 -0.135
C -2.1490 1.2500 1.3378 -0.213
C -1.0076 -2.7980 -1.0663 0.052
C -2.7155 6.5606 3.8449 -0.143
C 0.7885 -0.6768 1.7877 -0.131
C -2.5066 -3.0090 0.8520 0.106
C 0.2674 0.4396 0.9083 -0.148
C 5.5417 2.7484 -0.3734 -0.145
C -0.1344 -2.7876 1.3700 -0.444
C -6.0733 3.8690 5.7121 -0.127
C -3.4895 3.8443 7.6579 -0.099
C 2.8030 6.4471 0.7561 -0.146
C 0.9124 -1.5902 -2.7427 0.033
C 2.3078 -7.1371 -2.1122 -0.112
C -0.6634 1.4557 1.6294 -0.126
C 2.7189 -8.6572 -3.9948 -0.091
C 2.4744 -5.9147 -6.4778 -0.127
C -4.8592 1.9515 4.8614 -0.129
C -1.4079 -6.5674 -3.0891 -0.156
C 5.9496 4.8236 -2.4242 -0.107
C -0.7314 -8.7017 -3.9955 -0.111
C 4.1383 6.3546 -2.9959 -0.129
C -2.0935 -2.7237 -3.3788 -0.073
C -1.2258 -2.8743 0.3279 0.018
C -4.1448 6.7001 5.7644 -0.118
C 3.7769 1.9865 -1.8135 -0.154
B 0.4763 -2.6360 -1.6499 -0.460
H 1.1487 1.0100 0.5973 0.115
H -3.9536 6.6630 6.8402 0.075
H -0.7573 3.8625 5.6751 0.073
H -3.0860 -2.9967 -3.7490 0.137
H -2.6342 2.2188 1.1903 0.121
H 1.5939 -7.7340 -1.5334 0.084
H 0.9423 -0.6030 -2.2642 0.073
H 1.2019 -0.2660 2.7050 0.138
H 3.5002 -6.0693 -6.1134 0.078
H -0.1788 0.0776 -0.0235 0.094
H -5.1985 6.4999 5.5619 0.062
H 3.3173 -7.3600 -1.7661 0.084
H -4.2048 4.6634 7.7380 0.065
H 2.1445 -2.9512 -0.6942 0.125
H 5.5459 5.2279 1.0458 0.069
H 1.9628 -9.3557 -4.3510 0.065
H 2.1666 -8.5007 -7.0361 0.085
H 6.0033 3.5941 0.1241 0.046
H -4.1856 -2.9939 -1.9199 0.202
H 6.2897 2.3620 -1.0799 0.080
H 6.4053 5.5356 -3.1112 0.091
H -1.0595 -5.6528 -2.6125 0.047
H -0.8795 -8.8049 -5.0721 0.067
H 3.0297 7.4824 1.0188 0.080
H -3.7386 -0.6659 1.1035 0.057
H 2.6842 1.9471 -1.7377 0.054
H -6.8793 3.8043 4.9714 0.085
H 1.8499 6.4538 0.2354 0.067
H -6.3831 3.2931 6.5949 0.083
H -1.6931 -8.9348 -3.5383 0.080
H -4.0327 2.9051 7.7924 0.081
H -1.9127 6.0062 3.3691 0.064
H 4.1271 1.0209 -1.4405 0.074
H 4.5598 6.3990 -4.0009 0.080
H 2.6813 5.8704 1.6810 0.083
H 3.0546 6.3986 -3.1093 0.071
H 5.9082 6.4963 -0.1681 0.076
H -2.6565 -3.0720 1.9186 0.159
H 1.6205 -1.1793 1.2853 0.123
H 2.1246 -6.0843 -1.8871 0.060
H -2.8046 3.9284 8.5001 0.087
H -3.4920 6.7471 3.0934 0.085
H -1.4963 -0.1020 -2.3094 0.102
H -1.1108 5.1815 6.7974 0.081
H -4.7615 0.4093 2.1109 0.094
H 0.6211 -8.7317 -6.2566 0.047
H 1.9432 -1.8212 -3.0137 0.081
H -0.8742 3.5199 7.3884 0.079
H -2.2988 7.5198 4.1589 0.079
H -0.4138 2.4309 1.2067 0.114
H -4.4028 1.3438 5.6587 0.083
H 4.0303 2.0550 -2.8832 0.077
H 2.1934 -4.8842 -6.2455 0.068
H -1.3257 -3.3507 -3.8358 0.124
H 0.3402 -1.6073 -3.6638 0.069
H 4.4542 7.2436 -2.4393 0.080
H -2.0978 -6.2931 -3.9008 0.085
H -3.9309 -0.9983 2.8293 0.095
H -1.9719 -7.1204 -2.3332 0.081
H 5.3703 1.9738 0.3862 0.082
H -3.9833 7.7428 5.4944 0.078
H -6.0058 4.9031 6.0333 0.045
H -0.4636 1.5304 2.6958 0.124
H 0.7297 -7.6686 -7.6552 0.087
H -2.2762 0.6657 0.4172 0.103
H 3.4606 -8.5267 -4.7864 0.085
H 2.4819 -5.9966 -7.5645 0.084
H -4.3025 1.7533 3.9439 0.041
H 6.4887 4.8907 -1.4823 0.060
H -5.8737 1.5848 4.6939 0.085
H -0.0591 -9.4804 -3.6292 0.075
H 5.0866 6.8886 1.2969 0.081
H 6.1264 3.8321 -2.8472 0.083
H 3.2358 -9.1321 -3.1628 0.091
```

Properties
orbital gap = 5.34 eV
largest force on an atom = 0.154 hartree/bohr
energy = -3598.54307 Eh
charge = +1


(6)
Below is C2H5N2P in the gas phase, with properties calculated with ωB97M-V with the def2-TZVPD basis set.

Structure (XYZ):
```
10
Properties=species:S:1:pos:R:3:nbo_charge:R:1
P -2.5625 0.0387 0.2013 0.835
N 2.4595 -0.1361 0.4746 -0.643
N -1.0281 0.5758 -0.1745 -0.797
C -0.0216 -0.0965 0.1016 -0.023
C 1.5621 0.5149 -0.0549 0.083
H -2.9899 -0.0109 -1.0306 -0.027
H 1.4561 1.4160 -0.5888 0.153
H -2.2025 -1.3123 0.3619 -0.057
H 3.3370 0.1187 0.1369 0.337
H -0.0101 -1.1083 0.5726 0.139
```

Properties
orbital gap (spin up / spin down) = 6.53 / 5.02 eV
<S²> = 2.014
largest force on an atom = 0.253 hartree/bohr
energy = -529.81609 Eh
multiplicity = 3


Please write out number 2 again, unchanged.
Below is C5H8O2 in the gas phase, with properties calculated with ωB97M-V with the def2-TZVPD basis set.

Structure (XYZ):
```
15
Properties=species:S:1:pos:R:3:nbo_charge:R:1
O -1.0617 -2.1191 0.1892 -0.518
O 2.6739 0.0108 0.5129 -0.709
C -1.9135 0.2272 -0.1677 -0.526
C -0.6481 1.1029 -0.3680 -0.390
C -0.9674 -0.9210 0.1761 0.618
C 0.2264 0.0209 0.3259 -0.366
C 1.5661 -0.4469 -0.2358 -0.062
H 2.6482 -0.4291 1.3742 0.463
H -2.5073 0.5212 0.7049 0.235
H -0.6610 2.0920 0.0935 0.216
H 0.3556 0.2580 1.3913 0.233
H 1.5539 -1.5449 -0.3045 0.181
H -2.5796 0.0673 -1.0204 0.233
H -0.3952 1.2118 -1.4269 0.208
H 1.7097 -0.0510 -1.2448 0.183
```

Properties
orbital gap = 10.36 eV
SMILES = O=C1CC[C@@H]1CO
largest force on an atom = 0.011 hartree/bohr
energy = -345.75839 Eh